77
Properties=species:S:1:pos:R:3:forces:R:3 method="wB97M-V/def2-TZVPD" charge=-1 homo_lumo_gap_ha=0.30632 lumo_energy_ev=1.89
C 5.6079 -0.0673 2.1506 -1.94 -2.74 0.01
C 4.6939 -1.2496 1.9127 2.11 3.97 1.45
Si 4.1000 -1.5968 0.1129 -0.15 -1.50 2.09
C 2.5604 -2.7445 -0.0297 -0.93 -0.85 0.27
C 1.1196 -1.9907 0.2190 -0.39 -0.41 -1.05
C -0.0758 -3.0787 0.5775 0.24 -0.13 0.04
C -1.0252 -2.6144 1.8523 0.69 -0.51 0.13
C -2.4864 -3.3782 1.8875 -0.13 1.07 -0.50
C -3.6349 -2.2021 1.5796 0.36 -0.38 -0.65
C -5.0812 -2.8429 1.1211 -0.48 -0.66 -0.02
C -6.3777 -2.2642 1.9410 0.32 0.41 0.58
C -6.5337 -0.6321 1.9353 -0.86 -0.16 0.38
C -6.6576 0.0323 0.4244 0.84 -0.85 0.67
C -5.1565 0.5508 0.0169 -0.84 1.07 -0.56
C -5.1482 1.8079 -1.0687 0.44 -0.47 0.94
C -3.5932 2.3783 -1.1092 -0.98 1.09 -0.41
C -2.8398 2.1765 -2.5507 -0.70 -0.94 -0.48
C -1.4229 1.3560 -2.4903 0.67 0.22 -0.37
C -0.4595 1.7156 -1.2144 0.94 -0.41 -0.30
C 0.0929 3.2639 -1.1781 0.70 -0.50 1.19
C -0.8962 4.3174 -0.3859 0.70 0.02 -1.21
P 3.8935 0.3494 -0.8897 4.14 5.66 -1.85
O 5.3666 0.9567 -1.1253 -5.65 -2.36 0.78
O 3.0869 1.4457 0.2419 1.03 -0.94 -2.55
O 3.0798 0.2891 -2.4376 -0.44 -1.40 3.34
H 6.5010 -0.1568 2.9294 -2.48 0.43 -1.31
H 5.4752 0.9804 1.6157 0.78 -2.81 0.47
H 4.4121 -1.9197 2.8419 1.34 0.86 -2.20
H 5.2165 -2.2945 -0.5734 -0.21 0.30 -0.14
H 2.6736 -3.6047 0.7890 -0.13 1.78 -1.71
H 2.6209 -3.2831 -1.0856 -0.40 1.07 2.15
H 1.1779 -1.1337 1.0148 0.03 -1.70 -1.39
H 0.8160 -1.4913 -0.8194 0.59 -0.79 2.25
H -0.7128 -3.2666 -0.4089 1.17 0.41 2.19
H 0.4604 -4.0976 0.8467 -1.23 1.98 -0.54
H -1.1445 -1.4349 1.7798 0.11 -2.52 0.36
H -0.4396 -2.9053 2.8506 -1.15 0.93 -2.18
H -2.6967 -3.9456 2.8986 0.46 1.26 -1.99
H -2.4985 -4.1668 1.0190 -0.13 1.48 1.64
H -3.1692 -1.5582 0.6967 -1.10 -1.32 1.84
H -3.7600 -1.4607 2.4897 0.29 -1.67 -1.71
H -5.2940 -2.7463 -0.0470 0.67 0.01 2.46
H -5.0453 -4.0178 1.3220 -0.06 2.48 -0.39
H -6.2585 -2.5852 3.0811 -0.33 0.57 -2.39
H -7.3748 -2.7166 1.5273 1.94 0.68 0.73
H -7.5389 -0.3743 2.5153 2.09 -0.64 -1.10
H -5.6610 -0.1568 2.5845 -1.77 -0.86 -1.60
H -7.4499 0.8944 0.4612 1.66 -1.55 -0.23
H -7.0238 -0.8256 -0.3194 0.68 1.99 1.53
H -4.6604 0.9671 1.0050 -0.76 -1.09 -2.05
H -4.5454 -0.3235 -0.4825 -1.07 1.75 1.29
H -5.8448 2.7050 -0.7015 1.29 -2.20 -0.84
H -5.5208 1.3641 -2.0855 0.72 1.17 1.74
H -3.6855 3.5572 -0.9470 0.40 -2.65 -0.07
H -3.0476 1.9041 -0.1886 -0.77 0.99 -1.97
H -3.5763 1.5186 -3.2210 1.58 1.42 1.32
H -2.7470 3.2104 -3.1379 0.05 -2.22 1.49
H -1.5533 0.1707 -2.5341 -0.08 2.58 0.25
H -0.8289 1.6252 -3.4899 -1.15 -0.56 2.19
H 0.5093 1.0278 -1.3268 -2.06 1.46 0.22
H -0.9269 1.4007 -0.1650 0.83 0.81 -2.29
H 1.1041 3.2339 -0.5452 -2.15 -0.04 -1.40
H 0.4072 3.6170 -2.2542 -0.87 -0.60 2.07
H -1.6850 4.6926 -1.1869 1.39 -0.65 2.05
H -0.2193 5.2301 -0.0453 -1.66 -1.86 -0.61
H -1.3973 3.7907 0.5392 0.95 1.18 -1.93
H 3.4024 2.3694 0.0142 -0.24 -1.50 0.20
H 2.3663 -0.4207 -2.3234 1.17 1.38 -0.41
N 9.1572 1.9004 -1.2866 0.39 -0.44 -0.16
S 9.5210 1.6174 0.2148 0.48 -0.18 4.32
O 10.9297 1.6800 0.5890 -1.52 -0.30 -1.11
O 8.7104 0.6439 0.9370 0.82 0.74 -1.42
F 8.9889 2.9768 0.8770 -0.20 0.15 -0.80
S 9.6366 0.7346 -2.2257 0.21 -2.50 -3.49
O 9.6242 1.0794 -3.6470 -0.50 0.43 2.18
O 9.1776 -0.6186 -1.9366 0.29 1.89 0.34
F 11.2047 0.6351 -1.9484 -0.03 0.16 0.22